# 1
Below is a cluster of 3 separate species, CH2N4O2 in total, with properties calculated with wB97M-V/def2-TZVPD.

Positions of all 9 atoms, in Å:
C1 1.2516 0.0817 -3.3943
N1 0.3126 0.7353 -0.0330
N2 0.2715 -2.3983 -0.7065
N3 -0.0989 0.9284 -1.1042
N4 0.2856 -2.2571 -1.7771
O1 0.4756 0.0809 -4.1991
O2 1.9783 -0.0146 -2.4892
H1 1.0941 1.2431 0.3507
H2 -0.0151 0.0737 0.7189

Atoms 1-3, force components in eV/Å:
2.5 -0.6 4.0
1.1 -0.6 3.7
0.0 -0.2 1.5

Results
Spin multiplicity: 1
HOMO level: -0.30581 Ha
E_tot: -11123.60180 eV
ΔE to the lowest compared entry with this formula, charge and spin: 1.9 kJ/mol
Charge: 0

Atomic partial charges in e from the natural (NBO) method, atoms 1 to 4: 1.039 -0.342 -0.014 -0.234


# 2
Below is a cluster of 2 separate species, CH2NO2S in total, with properties calculated with wB97M-V/def2-TZVPD.

Positions of all 7 atoms, in Å:
C1 -0.3265 0.5219 -1.0695
N1 -1.5450 0.6186 -0.7629
O1 2.4227 -0.4658 1.7337
O2 0.5744 -2.0091 1.8466
S1 0.9901 -0.6186 1.7128
H1 0.1613 1.0456 -2.0869
H2 -2.2769 0.9075 -1.3738

Atoms 1-3, force components in eV/Å:
-2.8 2.0 -1.7
3.7 -1.2 0.2
3.8 0.7 0.0

Results
Spin multiplicity: 3
HOMO level (alpha / beta): -0.02109 / -0.15395 Ha
E_tot: -17486.79704 eV
ΔE to the lowest compared entry with this formula, charge and spin: 149.0 kJ/mol
Charge: -1

Atomic partial charges in e from the natural (NBO) method, atoms 1 to 4: 0.198 -0.703 -1.041 -1.038


# 3
Below is a structure of composition C12H17BrF7N5O2P2S2Sc, with properties calculated with wB97M-V/def2-TZVPD.

Positions of all 49 atoms, in Å:
Sc1 0.3898 1.1391 0.9030
S1 -1.1121 -3.4399 1.3811
C1 -1.0317 -3.0903 -0.2394
C2 -2.1899 -3.2697 -1.0781
N1 -3.1132 -3.4128 -1.7466
C3 0.1394 -2.6169 -0.8614
S2 1.5948 -2.4308 0.0123
C4 0.1353 -2.2878 -2.2479
N2 0.1565 -2.0033 -3.3628
F1 -1.5836 -0.0881 0.5812
P1 -2.7764 0.8602 -0.1196
F2 -3.8272 -0.2978 0.0670
F3 -3.7850 1.8439 -0.8471
F4 -2.3341 0.2361 -1.5707
F5 -1.5529 1.9784 -0.3050
F6 -3.0919 1.4730 1.3166
C5 0.1139 3.0601 1.8966
H1 -0.9046 3.1830 2.2850
H2 0.2902 3.8801 1.1913
H3 0.8139 3.1821 2.7298
Br1 2.5054 -2.8019 4.8092
C6 1.0032 -1.8009 4.2717
C7 -0.2186 -1.9606 4.8984
C8 -1.2878 -1.2022 4.4496
C9 -1.0990 -0.3359 3.3903
N3 0.0860 -0.1958 2.7849
C10 1.1272 -0.9055 3.2250
H4 -0.3302 -2.6605 5.7152
H5 -2.2625 -1.2884 4.9079
H6 -1.9149 0.2592 3.0028
H7 2.0678 -0.7400 2.7177
N4 3.0513 -0.7187 -2.5459
C11 2.9959 0.7313 -2.3486
P2 1.3256 1.3283 -2.0056
O1 0.6032 0.3549 -1.0919
O2 1.2895 2.7564 -1.5774
C12 0.3505 1.2981 -3.5746
N5 -0.9120 1.9938 -3.1593
H8 2.2397 -1.7415 -0.9790
H9 4.0083 -1.0158 -2.6946
H10 2.5136 -1.0145 -3.3533
H11 3.4218 1.3278 -3.1638
H12 3.5365 0.9940 -1.4347
H13 0.1043 0.3016 -3.9341
H14 0.8298 1.8905 -4.3518
H15 -1.4740 2.3096 -3.9455
H16 -0.6430 2.7962 -2.5688
H17 -1.4820 1.3607 -2.5698
F7 2.2329 0.7808 1.1402

Atoms 1-3, force components in eV/Å:
0.1 -0.2 0.1
0.0 0.0 0.0
0.1 0.0 0.0

Results
Spin multiplicity: 2
HOMO level (alpha / beta): -0.30853 / -0.30863 Ha
E_tot: -174289.68778 eV
ΔE to the lowest compared entry with this formula, charge and spin: 27.7 kJ/mol
Charge: 0

Atomic partial charges in e from the natural (NBO) method, atoms 1 to 4: 1.876 0.136 -0.316 0.233


# 4
Below is a cluster of 6 separate species, C19H50FO24P5 in total, with properties calculated with wB97M-V/def2-TZVPD.

Positions of all 99 atoms, in Å:
C1 -3.6991 0.5388 3.3373
O1 -4.1898 -0.8193 3.3388
C2 -5.4334 -0.9882 2.8432
O2 -5.6519 -1.1366 1.6848
O3 -6.4405 -1.0626 3.7550
C3 -6.6296 0.0953 4.5557
C4 -7.3442 1.1820 3.7825
O4 -7.0035 2.3173 3.7253
F1 -8.4177 0.7384 3.1332
H1 -4.4681 1.2542 3.0519
H2 -3.3563 0.7666 4.3450
H3 -2.8428 0.6086 2.6708
H4 -5.6933 0.4650 4.9656
H5 -7.2509 -0.2086 5.3973
C5 -0.9286 -3.1638 -2.2310
O5 -1.0739 -1.7666 -2.5175
P1 -0.4492 -0.7343 -1.4414
O6 0.9875 -1.0883 -1.4336
O7 -1.2497 -1.2768 -0.1504
C6 -2.6546 -1.5499 -0.1816
O8 -0.4402 0.7867 -0.8974
C7 0.0741 1.8349 -1.7558
H6 -0.4849 -3.6279 -3.1087
H7 -0.2960 -3.3408 -1.3658
H8 -1.9152 -3.5941 -2.0594
H9 -2.8175 -2.5608 0.1886
H10 -3.0712 -1.4711 -1.1854
H11 -3.1670 -0.8506 0.4756
H12 -0.4903 1.9077 -2.6829
H13 1.1269 1.6568 -1.9710
H14 -0.0337 2.7685 -1.2123
C8 -3.9580 5.6525 -5.0650
O9 -4.1185 4.2130 -5.0102
P2 -2.7411 3.4279 -5.2678
O10 -1.8489 3.8864 -4.1911
O11 -2.4094 4.0999 -6.7068
C9 -3.4000 4.2883 -7.7154
O12 -2.2352 1.9967 -5.7790
C10 -2.3905 0.8832 -4.8750
H15 -4.3591 6.0603 -4.1404
H16 -2.9219 5.9553 -5.1737
H17 -4.5442 6.0369 -5.8978
H18 -3.3763 5.3309 -8.0306
H19 -4.4026 4.0501 -7.3617
H20 -3.1584 3.6554 -8.5685
H21 -3.4362 0.7315 -4.6103
H22 -1.8041 1.0605 -3.9736
H23 -2.0220 -0.0079 -5.3732
C11 3.7809 -1.3434 -0.5770
O13 4.8458 -2.2643 -0.2427
P3 6.2885 -1.9274 -0.8075
O14 6.7398 -0.6237 -0.3128
O15 5.9483 -1.8716 -2.3931
C12 5.0245 -2.7618 -3.0080
O16 7.5430 -2.8916 -1.0070
C13 8.2095 -3.3810 0.1799
H24 3.2941 -1.0526 0.3491
H25 4.1538 -0.4580 -1.0860
H26 3.0598 -1.8479 -1.2078
H27 4.2934 -2.1727 -3.5618
H28 4.4983 -3.3801 -2.2814
H29 5.5635 -3.4051 -3.7045
H30 7.5230 -3.9470 0.8095
H31 8.6298 -2.5494 0.7446
H32 9.0103 -4.0391 -0.1436
C14 -2.3951 8.2120 2.7302
O17 -2.1018 7.3637 1.6110
P4 -3.2087 7.2720 0.4677
O18 -3.4560 8.6029 -0.0910
O19 -4.4633 6.7581 1.3568
C15 -4.3209 5.8160 2.4140
O20 -3.4162 6.1658 -0.6568
C16 -2.4366 6.0853 -1.7234
H33 -1.5555 8.8915 2.8524
H34 -3.3079 8.7837 2.5823
H35 -2.4881 7.5957 3.6236
H36 -4.7810 6.2308 3.3109
H37 -3.2772 5.5858 2.6276
H38 -4.8432 4.8984 2.1421
H39 -1.4409 5.8919 -1.3268
H40 -2.4280 7.0165 -2.2904
H41 -2.7315 5.2710 -2.3768
C17 5.2399 -8.3645 2.2603
O21 5.0064 -7.5319 3.4054
P5 6.2705 -6.7646 4.0135
O22 6.8536 -5.9040 2.9808
O23 7.1918 -8.0760 4.2925
C18 6.6650 -9.2975 4.7992
O24 6.6159 -6.1601 5.4550
C19 5.9586 -4.9363 5.8571
H42 4.5306 -8.0663 1.4924
H43 6.2531 -8.2639 1.8801
H44 5.0524 -9.4013 2.5360
H45 6.9765 -10.1078 4.1401
H46 5.5770 -9.2889 4.8570
H47 7.0762 -9.4734 5.7930
H48 4.8763 -5.0583 5.8711
H49 6.2326 -4.1242 5.1847
H50 6.2995 -4.7068 6.8621

Atoms 1-3, force components in eV/Å:
0.4 0.0 0.1
-0.4 0.3 0.6
0.1 0.0 -0.6

Results
Spin multiplicity: 1
HOMO level: -0.35137 Ha
E_tot: -118819.38659 eV
ΔE to the lowest compared entry with this formula, charge and spin: 0.0 kJ/mol
Charge: 0
SMILES: COC(=O)OCC(=O)F.COP(=O)(OC)OC.COP(=O)(OC)OC.COP(=O)(OC)OC.COP(=O)(OC)OC.COP(=O)(OC)OC

Atomic partial charges in e from the Mulliken method, atoms 1 to 4: -0.690 -0.329 0.689 -0.433